Entry 1:
55
Properties=species:S:1:pos:R:3:mulliken_charge:R:1 method="wB97M-V/def2-TZVPD" multiplicity=2 e_above_lowest_ev=0.000 largest_force_ev_per_a=0.7 s2=0.759 e_lumo_ev="0.273 / -1.188" e_homo_ev="-7.93 / -8.19" homo_lumo_gap_ev="8.2037 / 7.0043"
Ru 0.39 0.18 -0.63 0.063
C -1.82 6.29 2.17 -1.537
C -1.65 5.01 1.39 0.274
C -2.74 4.26 0.97 -1.482
C -2.57 3.06 0.31 -0.269
C -1.31 2.55 -0.03 1.024
N -1.16 1.34 -0.70 -0.346
C -2.37 0.61 -0.90 -0.292
C -3.22 0.90 -1.95 0.069
C -4.36 0.15 -2.18 -0.780
C -4.66 -0.95 -1.38 0.390
C -5.85 -1.82 -1.67 -1.632
C -3.80 -1.25 -0.33 -0.777
C -2.68 -0.48 -0.09 1.030
N -1.82 -0.85 0.99 0.479
C -2.13 -1.56 2.09 -0.115
C -0.98 -1.71 2.84 -1.302
C 0.01 -1.05 2.12 -0.503
N -0.50 -0.52 1.02 0.537
C -0.21 3.33 0.39 0.839
C -0.40 4.51 1.09 -0.722
N 1.13 2.95 0.13 -0.154
C 2.21 3.77 0.08 -0.064
C 3.34 3.00 0.13 -1.375
C 2.87 1.68 0.19 -0.253
N 1.54 1.66 0.19 0.433
H -2.83 6.68 2.07 0.379
H -1.13 7.06 1.83 0.366
H -1.63 6.12 3.23 0.302
H -3.75 4.60 1.19 0.364
H -3.45 2.50 0.03 0.450
H -2.97 1.74 -2.60 0.526
H -5.00 0.39 -3.02 0.438
H -6.74 -1.22 -1.87 0.397
H -6.07 -2.49 -0.84 0.361
H -5.66 -2.43 -2.55 0.317
H -3.99 -2.13 0.26 0.365
H -3.14 -1.88 2.28 0.450
H -0.88 -2.23 3.78 0.421
H 1.06 -0.93 2.32 0.494
H 0.47 5.05 1.45 0.550
H 2.08 4.84 0.02 0.503
H 4.36 3.33 0.09 0.420
H 3.41 0.75 0.17 0.630
O 1.57 0.32 -2.43 -0.529
P 2.41 -1.12 -2.07 1.092
O 3.73 -1.15 -2.67 -0.782
O 2.17 -1.03 -0.57 -0.548
O 1.45 -2.25 -2.68 -0.382
P -0.07 -2.53 -2.10 0.683
O 0.18 -3.02 -0.58 -0.424
O -0.76 -3.58 -2.86 -0.753
O -0.65 -1.13 -1.94 -0.252
H 1.09 0.29 -3.27 0.345
H 0.33 -3.98 -0.59 0.284

***

Entry 2:
46
Properties=species:S:1:pos:R:3:mulliken_charge:R:1 method="wB97M-V/def2-TZVPD" e_above_lowest_ev=0.000 largest_force_ev_per_a=3.6 e_lumo_ev="-13.081 / -12.748" total_charge=+3 e_homo_ev="-16.66 / -16.67" homo_lumo_gap_ev="3.5778 / 3.9199"
Sn -0.67 1.04 -0.68 1.079
C -4.58 0.14 2.16 -0.500
C -3.23 -0.31 2.26 0.039
C -2.86 -0.82 0.97 -0.789
C -3.95 -0.67 0.11 -0.459
C -5.04 -0.08 0.89 -0.178
H -5.12 0.77 2.92 0.416
H -2.65 -0.38 3.19 0.504
H -1.86 -1.22 0.77 0.960
H -4.04 -1.01 -0.90 0.535
H -6.03 0.13 0.48 0.459
C 3.55 1.33 -1.40 -0.762
C 2.17 1.06 -1.50 0.100
N 1.52 0.33 -0.55 -0.379
C 2.15 -0.05 0.62 -0.364
C 3.48 0.27 0.79 0.842
C 4.19 0.97 -0.24 -0.432
C 4.24 -0.21 1.97 -0.795
C 3.72 -0.56 3.19 -0.528
C 2.41 -0.36 3.71 0.742
C 1.81 -1.17 4.69 -0.702
C 0.55 -0.76 5.11 -0.131
N -0.17 0.30 4.64 -0.533
C 0.53 0.95 3.71 -0.284
N 1.71 0.71 3.23 -0.371
H 4.08 1.84 -2.23 0.425
H 1.71 1.27 -2.44 0.389
H 1.56 -0.67 1.30 0.687
H 5.18 1.34 0.02 0.450
H 5.34 -0.21 1.86 0.382
H 4.48 -1.04 3.83 0.390
H 2.29 -1.98 5.26 0.412
H 0.08 -1.27 5.95 0.442
H -0.06 1.74 3.20 0.583
C -2.13 0.60 -6.14 -0.802
N -1.47 0.13 -4.88 0.057
C -0.68 -1.05 -4.78 -0.213
C -0.42 -1.29 -3.46 -0.805
N -0.98 -0.25 -2.73 -0.050
C -1.64 0.51 -3.59 -0.254
H -2.48 1.63 -6.02 0.337
H -2.94 -0.06 -6.41 0.342
H -1.37 0.63 -6.93 0.334
H -0.34 -1.63 -5.64 0.434
H 0.24 -1.99 -3.01 0.445
H -2.28 1.31 -3.29 0.546

***

Entry 3:
63
Properties=species:S:1:pos:R:3:mulliken_charge:R:1 method="wB97M-V/def2-TZVPD" e_above_lowest_ev=3.898 largest_force_ev_per_a=0.6 e_lumo_ev="-3.929 / -3.991" total_charge=+1 e_homo_ev="-10.25 / -10.38" homo_lumo_gap_ev="6.3219 / 6.3867"
Ta 0.02 -0.52 -0.08 1.141
N -3.48 -3.43 1.83 -0.256
C -3.12 -2.45 0.73 0.484
C -4.31 -2.21 -0.18 -1.790
P -1.66 -3.20 -0.10 0.836
O -2.40 -4.16 -1.13 -0.547
O -0.87 -3.90 0.93 -0.815
O -0.99 -2.09 -0.93 -0.424
P -2.74 -0.86 1.64 0.746
O -1.91 -1.45 2.86 -0.454
O -4.00 -0.22 2.00 -0.753
O -1.76 -0.08 0.72 -0.516
H -3.91 -4.27 1.43 0.364
H -4.12 -3.00 2.50 0.357
H -2.61 -3.71 2.30 0.360
H -4.64 -3.14 -0.64 0.460
H -4.02 -1.53 -0.98 0.399
H -5.13 -1.75 0.37 0.466
H -1.83 -4.64 -1.75 0.387
H -1.70 -0.75 3.50 0.446
S 1.37 3.20 -0.33 -0.319
C 0.68 2.18 0.95 0.516
S 1.46 0.68 1.43 -0.442
C -0.36 2.68 1.67 0.877
C -0.99 3.92 1.34 -0.418
N -1.49 4.92 1.07 -0.379
C -0.84 1.95 2.80 0.047
N -1.20 1.28 3.67 -0.598
O 3.06 0.33 -4.05 -0.345
C 4.10 -0.60 -4.30 -0.435
N 3.62 -1.86 -4.81 -0.084
C 3.03 -2.84 -4.07 -0.245
O 2.52 -3.82 -4.55 -0.614
C 2.95 -2.61 -2.58 -0.430
C 3.87 -3.19 -1.71 0.073
C 3.69 -3.05 -0.34 -1.168
C 2.60 -2.34 0.12 -0.030
N 1.71 -1.78 -0.72 0.292
C 1.89 -1.91 -2.04 0.413
H 2.72 0.66 -4.89 0.223
H 4.60 -0.74 -3.35 0.253
H 4.82 -0.21 -5.02 0.486
H 3.62 -2.03 -5.80 0.265
H 4.71 -3.75 -2.10 0.531
H 4.38 -3.48 0.36 0.413
H 2.42 -2.21 1.18 0.500
H 1.15 -1.45 -2.69 0.482
O 5.38 -0.66 0.84 -0.625
S 5.51 0.00 -0.41 1.183
O 6.34 -0.56 -1.44 -0.655
N 3.96 0.21 -1.04 0.051
C 3.67 1.45 -1.09 0.234
S 2.05 1.85 -1.71 0.166
C 4.70 2.42 -0.66 0.678
C 4.69 3.81 -0.67 -0.813
C 5.83 4.47 -0.22 -0.774
C 6.94 3.77 0.23 -0.568
C 6.96 2.38 0.23 -0.807
C 5.82 1.74 -0.22 0.318
H 3.84 4.36 -1.03 0.515
H 5.84 5.55 -0.22 0.421
H 7.81 4.31 0.58 0.418
H 7.82 1.82 0.56 0.505